(1)
{
  "formula": "C3H10NS",
  "method": "ωB97M-V/def2-TZVPD",
  "smiles": "C[NH+](C)CS",
  "relative_energy_kcal_mol": 54.50,
  "spin_multiplicity": 1,
  "fmax_ev_per_a": 5.4,
  "e_tot_ev": -15589.7383,
  "homo_energy_ev": -14.20,
  "orbital_gap_ev": 10.781,
  "charge": 1,
  "elements": ["C", "C", "C", "N", "S", "H", "H", "H", "H", "H", "H", "H", "H", "H", "H"],
  "coordinates": [[1.077710, 1.228022, -0.322481], [0.376630, -1.324088, -0.257335], [-1.148149, 0.450884, 0.513828], [-0.006309, 0.197369, -0.383757], [-2.834181, -0.181413, -0.101408], [1.004855, 1.782671, 0.661510], [1.999134, 0.716865, -0.629644], [0.825048, 1.998633, -1.162220], [1.199101, -1.550487, 0.393537], [-0.641789, -1.795049, -0.206309], [0.904749, -1.621754, -1.208870], [-1.219702, 1.473088, 0.610097], [-0.710739, -0.094555, 1.635114], [-0.389004, 0.156378, -1.272685], [-2.758846, -1.553539, 0.378090]],
  "forces_ev_per_a": [[-0.9, 1.6, -1.3], [-0.1, 0.6, -2.5], [0.2, -4.1, 3.5], [0.9, -2.4, 1.4], [1.9, -1.4, 1.2], [0.7, -1.0, -1.1], [0.0, 0.5, 0.7], [0.5, -1.3, 1.6], [-0.5, 0.3, 1.5], [1.6, -0.1, 0.4], [-1.1, 0.5, 0.4], [-0.5, 2.2, 0.5], [-1.9, 1.9, -3.3], [-0.8, 0.5, -2.5], [0.0, 2.2, -0.7]]
}

(2)
{
  "formula": "C4H9NO2",
  "method": "ωB97M-V/def2-TZVPD",
  "smiles": "C[C@H](O)CNC=O",
  "relative_energy_kcal_mol": 25.68,
  "spin_multiplicity": 1,
  "fmax_ev_per_a": 1.5,
  "e_tot_ev": -9878.9470,
  "homo_energy_ev": -9.83,
  "orbital_gap_ev": 10.633,
  "charge": 0,
  "elements": ["O", "C", "N", "C", "C", "C", "O", "H", "H", "H", "H", "H", "H", "H", "H", "H"],
  "coordinates": [[-0.517524, 2.217665, -2.296180], [-0.208871, 2.485170, -1.151491], [-0.090716, 1.558280, -0.170689], [0.047961, 0.165056, -0.537869], [0.282342, -0.683069, 0.702900], [0.430340, -2.160741, 0.452650], [-0.716245, -0.441384, 1.685993], [-0.155068, 3.542552, -0.850621], [-0.165537, 1.810123, 0.792257], [-0.910300, -0.134927, -0.981293], [0.856108, 0.000064, -1.247021], [1.178047, -0.210083, 1.116913], [-0.345549, -2.535574, -0.213358], [1.364810, -2.374233, -0.080009], [0.558635, -2.648446, 1.414851], [-1.608433, -0.590453, 1.362967]],
  "forces_ev_per_a": [[0.7, -0.2, -0.1], [-1.4, 0.2, -0.1], [0.9, 0.1, -0.7], [-1.4, -0.6, 0.3], [0.0, 0.9, -0.1], [1.2, 0.2, -0.6], [0.1, 0.4, 0.5], [0.2, -0.1, 0.4], [0.2, 0.1, 0.4], [0.2, -0.3, -0.4], [0.0, 0.2, -0.2], [0.2, -0.6, 0.4], [-0.4, -0.2, 0.5], [0.0, 0.2, 0.0], [-0.6, -0.3, -0.1], [0.0, -0.2, -0.4]]
}

(3)
{
  "formula": "C3H14N2O2",
  "method": "ωB97M-V/def2-TZVPD",
  "smiles": "CCNCN.O.O",
  "relative_energy_kcal_mol": 26.83,
  "spin_multiplicity": 1,
  "fmax_ev_per_a": 2.8,
  "e_tot_ev": -10412.6275,
  "homo_energy_ev": -9.47,
  "orbital_gap_ev": 10.142,
  "charge": 0,
  "elements": ["C", "C", "N", "C", "N", "H", "H", "H", "H", "H", "H", "H", "H", "H", "H", "H", "H", "O", "H", "H", "O"],
  "coordinates": [[1.729336, -0.475026, -1.729368], [0.447642, 0.024888, -1.143861], [0.388315, 0.499044, 0.255374], [0.731848, 1.870780, 0.582627], [-0.259059, 2.760853, 1.121585], [2.585918, 0.184446, -1.687769], [1.612165, -0.679516, -2.819922], [1.913175, -1.502569, -1.371468], [-0.148720, 0.752326, -1.727391], [-0.257274, -0.795222, -1.146216], [0.666318, -0.259094, 0.861831], [1.264363, 2.377760, -0.213896], [1.563018, 1.815007, 1.329115], [-0.781974, 3.232443, 0.394718], [-0.928837, 2.325002, 1.740898], [-1.203186, -0.264596, 0.982733], [-1.848923, -0.380881, 2.443366], [-1.820536, -0.773726, 1.568822], [-2.063314, -3.251797, 0.908713], [-1.612641, -3.538305, -0.576801], [-1.977633, -3.921818, 0.226911]],
  "forces_ev_per_a": [[0.2, -1.0, -1.5], [-2.1, 0.8, 0.6], [-0.5, -0.4, -1.2], [2.2, -0.5, 1.6], [-0.5, 0.3, -0.4], [0.2, 0.1, 0.5], [-0.3, 0.4, 0.5], [0.5, 0.6, 0.4], [0.9, 0.1, -0.1], [-0.1, -0.6, -0.2], [0.6, 0.6, 0.4], [-0.4, 0.0, -0.7], [-0.6, 0.0, -0.1], [-0.1, -0.1, 0.0], [0.2, -0.2, 0.0], [-0.5, 0.1, 0.8], [0.2, 0.2, -0.1], [0.1, -0.3, -0.7], [0.2, 0.5, -0.2], [-0.1, 0.3, 0.4], [0.0, -0.7, -0.1]]
}

(4)
{
  "formula": "C27H20Cl3N2PPtS4Sb",
  "method": "ωB97M-V/def2-TZVPD",
  "relative_energy_kcal_mol": 16.01,
  "spin_multiplicity": 2,
  "fmax_ev_per_a": 0.5,
  "e_tot_ev": -131286.6895,
  "homo_energy_ev": [-6.25, -6.24],
  "orbital_gap_ev": [6.003, 5.682],
  "charge": 0,
  "elements": ["Pt", "S", "Sb", "S", "S", "Cl", "C", "C", "C", "C", "C", "C", "P", "C", "C", "C", "C", "C", "C", "C", "C", "C", "C", "C", "C", "H", "H", "H", "H", "H", "H", "H", "H", "H", "H", "H", "H", "H", "H", "S", "C", "C", "N", "C", "H", "H", "H", "Cl", "C", "C", "C", "C", "C", "Cl", "C", "N", "H", "H", "H"],
  "coordinates": [[-0.135617, 0.660829, 0.280150], [-2.445449, 4.124439, 2.113474], [-0.345312, 3.421460, 2.565586], [-0.509088, 0.915633, 2.523229], [0.618533, 2.803296, 0.319993], [2.655107, -0.033911, 0.745044], [3.074932, -1.536512, -0.007281], [4.392678, -1.654813, -0.423790], [4.853197, -2.841949, -0.963408], [3.991489, -3.920144, -1.069650], [2.674045, -3.788798, -0.662154], [2.167698, -2.587380, -0.147287], [0.434860, -2.569924, 0.470316], [0.559872, -2.436608, 2.246204], [-0.610340, -2.201525, 2.966731], [-0.564735, -2.143023, 4.348801], [0.644950, -2.298737, 5.010457], [1.811639, -2.527174, 4.294365], [1.771062, -2.604233, 2.911621], [-0.217679, -4.198745, 0.036577], [-0.572791, -5.100747, 1.033774], [-1.168541, -6.309114, 0.697560], [-1.413509, -6.617363, -0.631106], [-1.050965, -5.724223, -1.632401], [-0.451844, -4.520400, -1.302688], [5.051096, -0.805497, -0.303823], [5.884193, -2.923379, -1.280745], [4.335243, -4.865628, -1.466244], [2.032366, -4.649072, -0.747446], [-1.541145, -2.046329, 2.437655], [-1.468736, -1.942536, 4.907754], [0.680511, -2.228642, 6.089828], [2.755480, -2.638780, 4.811097], [2.683639, -2.782789, 2.357710], [-0.395473, -4.857405, 2.073779], [-1.445474, -7.005406, 1.478110], [-1.884059, -7.556848, -0.890368], [-1.235177, -5.965257, -2.671153], [-0.160986, -3.836670, -2.091751], [-4.618321, 1.815691, -0.287210], [-3.711883, 2.485442, -1.571235], [-2.430547, 2.059113, -1.505656], [-2.180454, 1.203762, -0.460904], [-3.237751, 1.022482, 0.283546], [-4.149595, 3.161882, -2.284706], [-1.627088, 2.332338, -2.171123], [-3.227613, 0.425015, 1.181661], [0.576344, 0.028542, -2.302644], [-0.857497, -0.966294, -2.429160], [-1.518764, -1.040724, -3.638536], [-2.711063, -1.744768, -3.708717], [-3.236753, -2.326051, -2.567188], [-2.552975, -2.233084, -1.365177], [-3.276540, -2.913082, 0.053928], [-1.316122, -1.590981, -1.262923], [-0.630235, -1.471754, -0.044515], [-1.111502, -0.535520, -4.503310], [-3.245226, -1.811977, -4.646358], [-4.185081, -2.844328, -2.592994]],
  "forces_ev_per_a": [[-0.3, 0.4, 0.0], [-0.1, -0.1, -0.1], [0.0, 0.0, -0.1], [0.0, 0.0, 0.0], [0.0, 0.0, 0.0], [0.0, -0.1, 0.0], [0.1, 0.2, 0.0], [0.0, 0.1, 0.0], [0.0, 0.0, 0.0], [0.0, 0.0, 0.0], [0.0, 0.1, -0.1], [-0.1, -0.3, 0.1], [-0.1, 0.0, -0.1], [-0.1, 0.0, 0.0], [0.0, -0.1, 0.0], [0.0, 0.0, 0.0], [0.0, 0.0, 0.0], [0.0, 0.0, 0.0], [0.0, 0.0, 0.0], [0.1, 0.0, 0.1], [0.0, 0.0, 0.0], [0.0, 0.0, 0.0], [0.0, 0.0, 0.0], [0.0, 0.0, 0.0], [0.1, -0.1, 0.0], [0.0, 0.0, 0.0], [0.0, 0.0, 0.0], [0.0, 0.0, 0.0], [-0.1, -0.1, 0.0], [0.0, 0.0, 0.0], [0.0, 0.0, 0.0], [0.0, 0.0, 0.0], [0.0, 0.0, 0.0], [0.0, 0.0, 0.0], [0.0, 0.0, 0.0], [0.0, 0.0, 0.0], [0.0, 0.0, 0.0], [0.0, 0.0, 0.0], [0.0, 0.0, 0.0], [0.0, 0.1, 0.1], [0.0, 0.0, -0.1], [0.0, -0.1, 0.0], [0.1, 0.2, 0.2], [0.1, -0.2, -0.1], [0.0, 0.0, 0.0], [0.0, 0.0, 0.0], [0.0, 0.0, 0.0], [-0.1, -0.1, -0.1], [0.0, 0.0, 0.0], [0.1, 0.0, 0.0], [0.0, 0.0, 0.0], [0.0, 0.0, 0.0], [0.0, 0.0, 0.0], [0.0, 0.0, 0.0], [0.0, 0.0, 0.1], [0.4, 0.1, 0.1], [0.0, 0.0, 0.0], [0.0, 0.0, 0.0], [0.0, 0.0, 0.0]]
}

(5)
{
  "formula": "C9H19ClNP",
  "method": "ωB97M-V/def2-TZVPD",
  "smiles": "CCCCCCC/C=P/Cl.C=N",
  "relative_energy_kcal_mol": 50.13,
  "spin_multiplicity": 1,
  "fmax_ev_per_a": 4.9,
  "e_tot_ev": -32939.6605,
  "homo_energy_ev": -8.86,
  "orbital_gap_ev": 8.891,
  "charge": 0,
  "elements": ["C", "C", "C", "C", "C", "C", "C", "C", "C", "N", "P", "Cl", "H", "H", "H", "H", "H", "H", "H", "H", "H", "H", "H", "H", "H", "H", "H", "H", "H", "H", "H"],
  "coordinates": [[-0.446563, -2.488306, 0.546500], [0.532668, -3.212947, -0.280121], [-0.123866, 2.575035, -2.992097], [2.572380, -2.602193, 3.394120], [-0.648854, -1.075816, 0.130010], [-0.453274, 1.525784, -1.977853], [-1.308994, -0.073290, 0.987476], [-0.654962, 1.884268, -0.496142], [-1.742351, 1.127766, 0.190434], [2.689466, -3.880365, 3.543725], [0.346765, -4.917503, -0.415987], [1.902808, -5.499793, -1.396321], [-1.434943, -3.007070, 0.431504], [1.336990, -2.705153, -0.824448], [-0.379494, 2.129135, -3.960434], [0.928516, 2.937310, -2.962599], [-0.820420, 3.436806, -2.771096], [-0.164626, -2.604761, 1.600487], [2.519703, -2.096179, 4.405261], [2.670794, -2.011302, 2.500067], [0.341051, -0.604054, -0.097224], [-1.188511, -1.181899, -0.774243], [0.324500, 0.800347, -1.798209], [-1.345866, 0.996621, -2.337134], [-0.733692, 0.072665, 1.868621], [-2.279181, -0.439324, 1.419859], [-0.752274, 2.929737, -0.167847], [0.173540, 1.523275, -0.101492], [-2.654984, 0.907485, -0.516376], [-2.126585, 1.729316, 0.990069], [2.817740, -4.396942, 2.686098]],
  "forces_ev_per_a": [[-1.1, -0.8, 1.1], [0.4, -2.8, -0.9], [-0.3, 1.1, 0.2], [0.7, -2.0, 2.7], [1.8, 0.4, -0.6], [-0.6, -0.6, 1.0], [-2.8, -1.6, 0.2], [-2.9, 2.0, -1.6], [-2.1, 0.0, 0.0], [-0.4, 1.9, -0.1], [-2.0, 2.9, 1.6], [2.4, -0.9, -1.6], [0.7, 0.3, 0.4], [-0.2, 0.0, 0.4], [0.4, 0.6, -0.1], [-0.8, -0.2, -0.1], [0.8, -0.6, -0.6], [0.0, 0.2, 0.0], [-0.2, 0.0, -1.4], [-0.2, 0.1, -0.5], [-0.5, -0.6, -0.2], [-0.5, 0.4, -1.3], [0.4, -0.6, -1.3], [0.2, 0.0, 0.1], [0.8, 0.9, 0.7], [0.7, -0.3, -0.3], [0.2, 0.0, -0.9], [4.1, -1.0, 2.4], [1.7, 0.1, 1.3], [-0.7, 0.9, 0.1], [0.0, 0.0, -0.6]]
}